101
Properties=species:S:1:pos:R:3 method="wB97M-V/def2-TZVPD" charge=+1 orbital_gap_ev=7.7761 lumo_energy_ev=-1.610
Be -0.01693 0.82587 0.31752
C 3.63671 0.94941 -1.42009
C 4.40184 1.18486 -0.28251
C 3.80065 1.10908 0.95860
C 2.44334 0.79054 1.04773
N 1.72582 0.55158 -0.05981
C 2.30298 0.64186 -1.25413
C 1.65537 0.82282 2.28367
C 2.22395 0.73248 3.55338
C 1.42488 0.89414 4.67127
C 0.08489 1.22270 4.50303
C -0.46102 1.30611 3.22840
C 0.28031 1.05564 2.07188
H 4.06864 1.02514 -2.40747
H 5.44994 1.43999 -0.37250
H 4.35097 1.34567 1.85827
H 1.65248 0.47740 -2.10754
H 3.28244 0.53036 3.67887
H 1.84281 0.80082 5.66521
H -0.53627 1.41528 5.37038
H -1.50525 1.59884 3.14150
C -2.84329 5.55794 -2.39919
N -1.87391 4.47667 -2.45223
N -1.16390 4.11870 -1.32285
C -0.85137 2.77950 -1.39921
O -0.13474 2.22925 -0.53927
C -1.42940 2.30124 -2.60639
C -2.04991 3.35980 -3.20734
C -2.77571 3.43001 -4.50291
C -0.47104 5.07606 -0.53047
C -0.15407 4.77622 0.79043
C 0.55500 5.69863 1.54280
C 0.92142 6.92185 1.00206
C 0.61272 7.20881 -0.31886
C -0.06224 6.28111 -1.09525
H -2.50326 6.32656 -1.71372
H -3.81669 5.19720 -2.05632
H -2.94992 5.99206 -3.39047
H -1.36779 1.28752 -2.96195
H -2.63804 2.50331 -5.05314
H -2.39003 4.25253 -5.10546
H -3.84423 3.59474 -4.35295
H -0.43360 3.82322 1.21379
H 0.82052 5.45207 2.56213
H 1.45780 7.64434 1.60203
H 0.91164 8.15223 -0.75543
H -0.24322 6.48457 -2.14216
O -1.14491 -0.11974 -0.32151
As -2.13920 -1.42923 -0.11374
C -2.09854 -2.29073 1.60075
C -1.92601 -3.66151 1.74195
C -1.85323 -4.20472 3.01467
C -1.96802 -3.38771 4.12985
C -2.18105 -2.02378 3.98366
C -2.26061 -1.47703 2.71461
C -3.96005 -0.80034 -0.30178
C -4.31565 -0.01986 -1.39746
C -5.63098 0.38062 -1.56152
C -6.59437 0.00813 -0.63288
C -6.24176 -0.76760 0.46081
C -4.92679 -1.17803 0.62421
C -1.91518 -2.64090 -1.59105
C -0.76484 -2.56396 -2.36404
C -0.63893 -3.36386 -3.48812
C -1.66536 -4.22898 -3.84240
C -2.81719 -4.30035 -3.07151
C -2.94477 -3.50700 -1.94226
H -1.83891 -4.29710 0.86847
H -1.69786 -5.26777 3.13956
H -1.88821 -3.81913 5.11891
H -2.28813 -1.38968 4.85313
H -2.44205 -0.42019 2.57904
H -3.55609 0.27557 -2.11330
H -5.91427 0.98156 -2.41563
H -7.62114 0.32382 -0.76083
H -6.98699 -1.05713 1.18948
H -4.64641 -1.79145 1.47099
H 0.01913 -1.87678 -2.06854
H 0.25787 -3.31950 -4.09267
H -1.56643 -4.85309 -4.72048
H -3.62118 -4.96327 -3.36156
H -3.83904 -3.55725 -1.33060
C 3.70959 -3.58838 2.80750
N 3.81464 -3.51262 1.37007
C 2.77200 -3.41023 0.50904
Se 1.00717 -3.29298 0.91874
N 3.29203 -3.44344 -0.74463
C 4.67012 -3.56799 -0.69828
C 5.63988 -3.65588 -1.68084
C 6.95546 -3.79736 -1.26392
C 7.28532 -3.86031 0.08906
C 6.31289 -3.77047 1.07443
C 5.00153 -3.61663 0.65697
H 2.70389 -3.29505 3.09832
H 4.43607 -2.91941 3.26886
H 3.89866 -4.60749 3.14887
H 2.71921 -3.39325 -1.56647
H 5.37930 -3.62683 -2.73078
H 7.74193 -3.85785 -2.00368
H 8.32113 -3.99055 0.37090
H 6.56514 -3.83205 2.12432